{"formula": "C5H3NO", "method": "ωB97M-V/def2-TZVPD", "total_charge": 0, "energy_ev": -8764.70847, "relative_energy_ev": 5.298, "e_lumo_ev": -1.41, "symbols": ["N", "C", "C", "H", "C", "H", "O", "H", "C", "C"], "coordinates": [[0.190, -2.459, -1.826], [0.674, 0.905, -0.707], [-0.165, -0.808, 0.048], [0.500, 2.731, 0.663], [-0.049, -1.793, -0.905], [1.165, 0.807, -1.677], [-0.866, 0.766, 1.588], [-1.077, -1.511, 1.504], [0.449, 1.774, 0.175], [-0.822, -0.412, 1.137]], "atomic_forces_ev_per_a": [[-0.301, 0.161, 0.648], [-1.060, -1.497, 1.254], [1.644, 2.800, -1.998], [-0.330, -0.392, 0.167], [0.330, -0.757, -0.950], [-0.251, -0.112, 0.607], [0.385, -0.603, -0.151], [-0.524, 2.272, 0.632], [-0.538, -0.990, -0.011], [0.645, -0.882, -0.198]], "lowdin_charge": [0.152, 0.039, -0.077, 0.084, -0.271, 0.100, -0.032, 0.194, 0.140, -0.329]}